Density functional theory data (ωB97M-V/def2-TZVPD) for an isolated molecule of C22H23NO5.

HOMO-LUMO gap (Eh): 0.286
LUMO level (eV): -0.063
E_HOMO (eV): -7.846
Energy above the lowest of the compared OMol25 structures with the same formula, charge and spin (eV): 2.3067
Structure (SMILES): CCOc1cc(/C=C2\COc3ccccc3C2=O)ccc1OCC(=O)N(C)C

```
51
C22H23NO5, DFT ωB97M-V/def2-TZVPD
O -3.49462 -1.56919 -0.98983
O 4.11964 -0.87849 1.38525
O 3.00020 2.79481 -0.70040
O -4.08601 1.94195 1.07801
O 3.91135 0.41517 -0.99058
N 5.31509 -2.58995 0.52888
C 1.73675 -0.58550 -0.49884
C -5.66479 -2.29206 -0.45068
C 2.09088 1.80408 -0.50180
C -4.69121 -1.29482 -0.41826
C 2.64774 4.33804 1.16514
C 0.39684 -0.39006 -0.20813
C -4.97573 -0.07095 0.20399
C 2.67465 4.12256 -0.34515
C 5.99406 -3.22434 -0.57565
C 5.50046 -3.18368 1.83563
C -7.21086 -0.84158 0.68627
C -0.11326 0.89313 -0.06136
C 4.63376 -1.42359 0.43195
C -6.91031 -2.06419 0.09693
C -6.24497 0.13809 0.74706
C 4.54736 -0.83174 -0.98222
C 0.75825 1.98166 -0.18667
C -2.69978 -0.43479 -1.29340
C -3.91796 0.93591 0.41228
C 2.59341 0.49026 -0.65965
C -2.61166 0.56044 -0.17344
C -1.49960 1.15657 0.28372
H 1.87730 3.72845 1.63026
H 5.55603 -0.63526 -1.35731
H 5.10297 -4.20021 1.85013
H 6.55961 -3.20599 2.10044
H 3.60734 4.05760 1.59149
H 5.32820 -3.35554 -1.42954
H -5.41954 -3.23374 -0.91633
H -1.66167 1.95884 0.99673
H 6.86538 -2.64726 -0.89910
H 2.45271 5.38441 1.38417
H -8.19065 -0.66796 1.10396
H 4.96149 -2.57451 2.55840
H 3.47402 4.72070 -0.79162
H 1.72350 4.42725 -0.80091
H 2.10649 -1.59600 -0.57228
H 6.33296 -4.20709 -0.25472
H 0.35133 2.97163 -0.05327
H -6.43377 1.08857 1.22337
H -7.65773 -2.84284 0.05984
H 4.05048 -1.53950 -1.66199
H -3.15178 0.07860 -2.16104
H -0.23478 -1.24840 -0.04025
H -1.72361 -0.81599 -1.59032
```

***

Density functional theory data (ωB97M-V/def2-TZVPD) for a structure of composition C42H37IIrNO7P4.

HOMO-LUMO gap (alpha / beta) (Eh): 0.254 / 0.219
LUMO level (alpha / beta) (eV): 0.171 / -1.948
E_HOMO (alpha / beta) (eV): -6.742 / -7.909
Energy above the lowest of the compared OMol25 structures with the same formula, charge and spin (eV): 0.0000
Multiplicity: 5

```
93
C42H37IIrNO7P4, DFT ωB97M-V/def2-TZVPD
Ir -0.78448 -1.43180 -0.37260
I 1.28839 -3.12398 -1.44574
P -3.05108 -3.33506 1.01119
P -3.29698 -0.91235 2.48765
P 0.28935 0.33290 -1.35299
P -0.10994 -0.80097 1.92135
O -4.17722 -2.95657 0.11774
O -4.31847 -0.46465 1.37470
O -3.25290 -2.52421 2.43309
O -1.88776 -0.47149 1.89525
O -3.56157 -0.40130 3.82645
O -3.14172 -4.83684 1.51937
O -1.63081 -3.13888 0.55928
N 2.25251 0.50903 0.76199
C -0.02752 -2.24731 3.01606
C 0.15531 0.59680 3.07605
C 0.54238 -2.28140 -3.23409
C -0.44339 -1.91999 -5.76253
C 3.00447 4.06709 1.50400
C -0.73374 -2.29873 4.21612
C 0.06771 3.12672 -1.68235
C -1.36565 -1.89302 -4.64213
C -2.73006 -1.72298 -4.79620
C 0.76508 0.38715 4.31100
C 0.67036 -4.53334 3.33837
C 0.57333 2.72661 4.82698
C -2.35000 3.27263 -0.32922
C 2.33216 0.54194 -4.99668
C 2.48840 2.93768 0.89454
C 3.47099 1.56893 2.59497
C -0.49899 1.96606 -1.15144
C -0.01252 2.94616 3.59050
C 0.68189 -3.36794 2.59136
C 3.96856 2.70400 3.20904
C 0.87791 -1.83856 -5.59340
C 1.45614 1.27997 -5.70879
C -0.22025 1.88644 2.72241
C -3.55808 -1.62542 -3.68562
C 2.04405 0.50161 -0.66832
C 2.71577 1.66448 1.42171
C 0.96094 1.44436 5.18496
C -3.02081 -1.64938 -2.39796
C 1.99262 -0.68516 1.43414
C -0.82838 -2.02714 -3.32365
C -0.73693 -3.46352 4.96567
C -0.55407 4.35074 -1.50999
C 0.69188 0.42273 -3.13593
C -1.75647 4.42626 -0.81501
C -0.21259 1.07705 -3.95072
C 3.74836 3.96179 2.66851
C -1.72784 2.04251 -0.50438
C 1.88841 -0.22145 -3.79204
C -1.66105 -1.82491 -2.18852
C 0.12302 1.45876 -5.24752
C 1.50561 -1.76343 -4.23027
C -0.04853 -4.58353 4.52353
H 2.45098 -0.73429 2.41604
H -1.17074 1.37533 -3.53997
H -2.19498 1.13847 -0.12850
H 1.54816 -1.79933 -6.44220
H 2.49742 1.37966 -1.12534
H 4.54944 2.60073 4.11660
H 2.72394 -0.34173 -3.10117
H 3.35579 0.41042 -5.32722
H -4.06641 -5.10886 1.60831
H 1.07965 -0.60880 4.59685
H -0.85962 -1.96304 -6.76330
H 1.22726 -3.33998 1.65581
H 2.23970 -1.54901 0.82484
H -1.28972 -3.50209 5.89542
H -4.62395 -1.48718 -3.81867
H 1.41417 1.26372 6.15163
H 0.72954 3.55159 5.51037
H -1.29719 -1.43843 4.55857
H -3.29373 3.32429 0.19845
H 0.99342 3.06824 -2.24473
H -3.14572 -1.65758 -5.79570
H -4.51394 -1.23526 0.76090
H 1.86333 3.06165 0.02642
H 2.81106 5.03824 1.06602
H 3.69092 0.60600 3.03362
H 1.76871 1.75618 -6.63005
H 2.55189 -0.38082 -1.06600
H -0.31425 3.94481 3.29984
H 1.20612 -5.40507 2.98556
H -0.59688 1.97440 -5.86802
H -2.23190 5.38698 -0.66369
H 4.14698 4.84517 3.14910
H -3.68479 -1.52442 -1.55509
H -0.10100 5.24533 -1.91826
H 2.44757 -2.31484 -4.21363
H -0.07918 -5.49916 5.10005
H -0.68784 2.06357 1.76733
```

***

Density functional theory data (ωB97M-V/def2-TZVPD) for a structure of composition C4H6CuO2.

HOMO-LUMO gap (alpha / beta) (Eh): 0.243 / 0.313
Charge: +1
LUMO level (alpha / beta) (eV): -5.484 / -5.553
E_HOMO (alpha / beta) (eV): -12.086 / -14.076
Energy above the lowest of the compared OMol25 structures with the same formula, charge and spin (eV): 1.9624
Multiplicity: 3

```
13
C4H6CuO2, DFT ωB97M-V/def2-TZVPD
Cu -2.15743 -1.63719 1.90161
O 0.51584 1.00507 1.97850
O -0.75400 -0.98525 0.89182
C 0.07953 -0.28016 -1.41894
C -0.68218 -0.05886 -0.14346
C 0.51998 0.10651 0.97626
C 1.38302 0.38887 -1.27480
H -1.43729 0.73490 -0.13785
H 1.33919 -0.60133 1.11427
H 0.48996 -1.32109 -1.44776
H 1.50488 1.11270 -2.09836
H -0.54139 -0.04221 -2.29668
H -0.26010 1.57803 1.95538
```

***

Density functional theory data (ωB97M-V/def2-TZVPD) for a cluster of 3 separate species, C17H33BrO7S in total.

HOMO-LUMO gap (Eh): 0.376
LUMO level (eV): 0.559
E_HOMO (eV): -9.677
Structure (SMILES): CCCCO[C@H]1COS(=O)(=O)[C@@H](OCC)[C@]1(C)Br.CC(C)=O.CC(C)=O

```
59
C17H33BrO7S, DFT ωB97M-V/def2-TZVPD
Br -3.85192 -4.43129 2.24884
S -2.01794 -1.91526 3.92655
O -1.23336 -0.72752 3.82944
O -2.07640 -1.19739 0.41807
O -3.63509 -0.35413 2.65172
O 3.75859 1.80366 -0.82288
O 4.47892 1.78001 -4.74112
O -2.36639 -2.40905 5.21834
O -1.25042 -3.09459 3.19320
C -1.04045 -1.03319 -0.55445
C -3.52504 -2.58326 1.67202
C -4.55385 1.80217 3.13811
C -0.97404 -2.87490 1.79993
C -2.19222 -2.49965 0.93349
C 3.96535 3.67646 -2.26734
C -3.57006 -1.70498 2.94319
C 3.48855 -0.17428 -3.82073
C -4.85138 0.31025 2.99494
C 3.12589 0.55312 -6.26280
C 1.74738 -0.16458 1.34195
C -4.69147 -2.18847 0.75480
C 3.77145 0.81666 -4.92355
C 4.28337 2.87524 -1.03359
C -0.23105 0.23065 -0.25354
C 5.28845 3.46105 -0.07332
C 1.28751 0.02010 -0.11792
H 3.56090 4.65260 -1.99164
H 4.86764 3.81842 -2.86216
H -4.37108 -2.03137 3.60655
H -5.25912 -0.08405 3.92677
H 1.78229 0.91961 -0.48104
H 3.45303 -0.41234 -6.65173
H -0.40188 -1.91696 -0.61897
H -3.56018 2.01882 2.75230
H 5.42786 2.78605 0.76774
H 6.24368 3.60890 -0.57921
H -1.53730 -0.92345 -1.52303
H -5.53997 -1.83238 1.33225
H 3.99984 0.13133 -2.91096
H -5.03187 -3.07761 0.22552
H -4.37004 -1.46713 0.01070
H 3.40607 1.33579 -6.96358
H -5.56810 0.17510 2.18361
H 2.70408 0.33298 1.49315
H 3.23592 3.14097 -2.86677
H 4.93591 4.42607 0.29398
H 2.41552 -0.21846 -3.62488
H -0.53290 -3.79266 1.42114
H -4.60885 2.13590 4.17089
H 3.83043 -1.16818 -4.11542
H -0.43532 0.97310 -1.02639
H 2.03995 0.53557 -6.15747
H -2.25195 -3.21701 0.10557
H 1.86630 -1.21619 1.60666
H -5.26370 2.38461 2.55306
H -0.61755 0.65679 0.67266
H 1.03640 0.26923 2.04485
H -0.21656 -2.09419 1.72843
H 1.62617 -0.82666 -0.71594
```

***

Density functional theory data (ωB97M-V/def2-TZVPD) for a structure of composition C5H11O3P.

HOMO-LUMO gap (Eh): 0.371
LUMO level (eV): 0.766
E_HOMO (eV): -9.343
Energy above the lowest of the compared OMol25 structures with the same formula, charge and spin (eV): 1.9627

```
20
C5H11O3P, DFT ωB97M-V/def2-TZVPD
P 0.86303 0.05508 0.22483
O 1.49045 -1.25227 -0.66297
O 1.45077 0.08615 1.56459
O 1.36451 1.20060 -0.76363
C -1.53826 -0.10682 0.37168
C -1.84891 -0.52627 1.57039
C 1.60971 2.52412 -0.59195
C 1.29682 -2.51067 -0.08617
C -2.28120 0.32349 -0.84456
H -2.95207 -0.65101 1.65192
H -1.11368 -0.64333 2.35852
H 0.17690 -2.73058 -0.15040
H -2.82194 -0.44105 -1.43319
H 0.77074 3.10053 -0.34972
H 1.88616 -3.17031 -0.68185
H 2.16322 2.82279 -1.53533
H 2.33131 2.64832 0.31965
H -2.99912 1.12649 -0.59318
H -1.48016 0.79290 -1.45686
H 1.63171 -2.64815 1.08823
```

***

Density functional theory data (ωB97M-V/def2-TZVPD) for a cluster of 2 separate species, C4H7NO2 in total.

HOMO-LUMO gap (Eh): 0.337
LUMO level (eV): -0.233
E_HOMO (eV): -9.399
Energy above the lowest of the compared OMol25 structures with the same formula, charge and spin (eV): 4.4465

```
14
C4H7NO2, DFT ωB97M-V/def2-TZVPD
O -0.47741 -0.88286 -0.65523
O 0.29602 0.83869 0.60187
N 2.42144 0.91044 -0.39475
C -2.05935 0.80246 0.04344
C 0.70955 -0.69938 -1.14701
C 1.26190 0.43066 -0.29861
C -0.82952 0.03010 0.44116
H -2.33898 1.50396 0.83331
H -0.97399 -0.59479 1.32803
H 2.57083 1.64696 0.29718
H 1.97008 -2.56618 -0.33837
H -2.88744 0.10982 -0.13007
H 2.19460 -2.88910 0.29537
H -1.85774 1.35923 -0.87634
```

***

Number 1: strongest force on any atom 0.01459 Eh/bohr. Number 2: strongest force on any atom 0.03248 Eh/bohr. Number 3: strongest force on any atom 0.10020 Eh/bohr. Number 4: strongest force on any atom 0.01665 Eh/bohr. Number 5: strongest force on any atom 0.08695 Eh/bohr. Number 6: strongest force on any atom 0.00872 Eh/bohr.